(1)
{
  "formula": "C35H37Cl4F2FeN6O5",
  "method": "ωB97M-V/def2-TZVPD",
  "spin_multiplicity": 2,
  "energy_ev": -145982.7453,
  "s2": 0.790,
  "de_lowest_kcal_mol": 7.3,
  "fmax_ha_per_bohr": 0.017,
  "gap_ev": [3.9, 4.3],
  "species": ["Fe", "Cl", "Cl", "Cl", "Cl", "F", "F", "O", "O", "O", "O", "O", "N", "N", "N", "N", "N", "N", "C", "C", "C", "C", "C", "C", "C", "C", "C", "C", "C", "C", "C", "C", "C", "C", "C", "C", "C", "C", "C", "C", "C", "C", "C", "C", "C", "C", "C", "C", "C", "C", "C", "C", "C", "H", "H", "H", "H", "H", "H", "H", "H", "H", "H", "H", "H", "H", "H", "H", "H", "H", "H", "H", "H", "H", "H", "H", "H", "H", "H", "H", "H", "H", "H", "H", "H", "H", "H", "H", "H", "H"],
  "xyz": [[0.813, -0.962, 1.259], [1.236, 2.691, -1.999], [2.525, 1.646, -4.691], [3.234, -1.399, -4.975], [2.603, -3.378, -2.613], [-1.090, 4.194, -0.593], [2.369, -7.062, -2.049], [0.911, 0.543, 0.017], [-0.051, -2.474, 2.295], [-1.842, -3.059, 3.513], [1.366, -2.020, -0.268], [-0.085, 0.452, 2.508], [2.366, -0.695, 2.459], [3.844, 1.133, 2.475], [-3.897, -0.205, 1.188], [-3.849, 5.647, -3.708], [4.263, -0.708, 1.129], [-3.539, 3.702, -1.706], [1.249, -5.012, 0.709], [-1.921, -1.054, 2.269], [-5.623, -0.737, -0.594], [1.411, 0.158, -1.131], [4.231, -2.163, 1.016], [2.247, -1.692, -2.465], [-3.465, 4.234, -4.061], [-1.207, -2.302, 2.787], [-1.182, 2.261, 0.770], [-3.046, 2.874, -0.635], [-5.736, -1.790, 0.466], [3.439, -5.929, 1.208], [-3.235, 0.936, 0.777], [2.335, -5.137, 1.611], [3.441, -0.099, 2.023], [5.239, 1.436, 2.705], [2.523, -0.804, -3.516], [-3.861, 5.062, -1.322], [2.220, 0.544, -3.389], [-1.757, 3.099, -0.133], [-1.927, 1.165, 1.229], [-1.238, 0.189, 2.073], [2.307, -4.478, 2.848], [2.892, 1.994, 3.139], [1.661, 1.012, -2.199], [4.787, -0.005, -0.029], [-3.801, 1.827, -0.154], [-4.655, 5.715, -2.440], [3.453, -6.574, -0.011], [-5.278, -0.412, 0.834], [-3.225, -1.148, 1.906], [2.357, -6.432, -0.846], [1.672, -1.249, -1.278], [-2.691, 3.665, -2.891], [1.258, -5.657, -0.506], [-4.795, -0.828, -1.282], [3.153, -4.550, 3.516], [-4.865, 6.765, -2.244], [4.119, -2.595, 2.010], [0.446, -5.547, -1.212], [-4.784, 1.666, -0.569], [4.286, -6.026, 1.876], [-3.778, -2.040, 2.161], [3.207, 3.031, 3.009], [-6.718, -2.087, 0.806], [-4.365, 6.079, -4.476], [-4.471, 5.053, -0.419], [-5.971, 0.213, 1.387], [-2.960, 5.662, -1.108], [-2.873, 4.275, -4.974], [5.824, -0.296, -0.210], [-6.526, -0.308, -1.008], [1.463, -3.859, 3.101], [5.449, 1.498, 3.779], [-5.003, -2.581, 0.450], [5.859, 0.653, 2.279], [4.291, -7.178, -0.329], [0.428, -4.368, 0.987], [4.741, 1.072, 0.124], [-2.411, 2.634, -3.105], [4.201, -0.247, -0.917], [1.907, 1.864, 2.695], [2.048, -0.325, 3.349], [3.404, -2.529, 0.398], [2.823, 1.796, 4.217], [5.516, 2.390, 2.248], [-2.989, 6.188, -3.579], [-0.154, 2.364, 1.075], [-5.580, 5.175, -2.636], [-4.395, 3.695, -4.234], [-1.756, 4.230, -2.762], [5.180, -2.483, 0.585]]
}

---

(2)
{
  "formula": "C35H37BrP2V",
  "method": "ωB97M-V/def2-TZVPD",
  "spin_multiplicity": 2,
  "energy_ev": -151180.0948,
  "s2": 0.912,
  "fmax_ha_per_bohr": 0.146,
  "gap_ev": [6.7, 4.3],
  "charge": 2,
  "species": ["Br", "V", "P", "P", "C", "C", "C", "C", "C", "C", "C", "C", "C", "C", "C", "C", "C", "C", "C", "C", "C", "C", "C", "C", "C", "C", "C", "C", "C", "C", "C", "C", "C", "C", "C", "C", "C", "C", "C", "H", "H", "H", "H", "H", "H", "H", "H", "H", "H", "H", "H", "H", "H", "H", "H", "H", "H", "H", "H", "H", "H", "H", "H", "H", "H", "H", "H", "H", "H", "H", "H", "H", "H", "H", "H", "H"],
  "xyz": [[2.145, 0.917, -2.995], [3.685, 2.658, -1.503], [0.133, 2.463, -0.581], [2.537, 0.137, 0.705], [5.831, 2.043, -1.517], [2.205, -1.891, 4.218], [5.550, -2.475, -0.629], [-1.614, 4.724, -0.565], [-2.476, 5.661, 0.014], [-0.706, 2.243, -3.228], [2.855, -0.389, 2.418], [5.451, 3.929, -3.103], [2.766, 1.890, 0.560], [1.150, 3.808, -2.743], [-0.413, 0.823, -0.113], [4.698, -1.787, 0.251], [-0.954, 3.747, 0.203], [4.262, 4.353, -2.361], [4.797, -1.081, -2.458], [1.227, 4.045, -4.153], [0.053, 2.956, -2.322], [5.472, 2.170, -0.194], [6.541, 3.116, -2.298], [-2.017, 4.682, 2.215], [5.359, 4.628, -0.052], [3.996, -0.268, 4.549], [1.856, 2.741, -0.174], [5.535, -2.184, -2.007], [-2.678, 5.629, 1.405], [0.520, 3.250, -5.078], [3.922, -0.666, -0.205], [2.030, -1.412, 2.915], [3.197, -1.316, 5.019], [-1.158, 3.734, 1.616], [4.192, -0.248, -1.506], [5.770, 3.362, 0.667], [3.810, 0.207, 3.250], [-0.443, 2.357, -4.610], [4.038, 4.353, -0.862], [1.956, 3.830, -0.008], [5.099, 5.412, 0.687], [3.333, -1.698, 6.028], [3.342, 4.426, -2.935], [6.116, -2.774, -2.736], [5.293, 3.382, -4.074], [-0.349, 0.160, -0.970], [3.956, 0.809, -1.925], [1.272, 4.730, -2.099], [6.056, 1.034, -1.907], [5.183, 3.308, 1.596], [6.158, -3.282, -0.266], [7.226, 3.810, -1.721], [3.227, 2.364, 1.429], [-2.170, 4.650, 3.316], [4.408, 1.034, 2.885], [0.204, 0.403, 0.705], [6.817, 3.431, 0.956], [5.283, 1.249, 0.370], [5.776, 4.965, -3.238], [-0.645, 2.970, 2.230], [3.282, 5.205, -0.582], [-0.902, 1.605, -5.269], [-1.460, 0.942, 0.240], [1.555, -2.705, 4.573], [0.831, 3.235, -6.121], [6.193, 5.097, -0.659], [-1.471, 4.716, -1.650], [-1.366, 1.441, -2.855], [4.742, -0.772, -3.534], [2.045, 4.699, -4.504], [-3.329, 6.367, 1.879], [7.199, 2.622, -3.055], [4.765, 0.164, 5.186], [-2.966, 6.408, -0.607], [4.650, -2.067, 1.329], [1.276, -1.830, 2.254]]
}

---

(3)
{
  "formula": "C5H15NO2",
  "method": "ωB97M-V/def2-TZVPD",
  "energy_ev": -11012.6754,
  "de_lowest_kcal_mol": 29.3,
  "smiles": "CC(C)=C(C)N.O.O",
  "fmax_ha_per_bohr": 0.036,
  "gap_ev": 8.8,
  "species": ["O", "O", "N", "C", "C", "C", "C", "C", "H", "H", "H", "H", "H", "H", "H", "H", "H", "H", "H", "H", "H", "H", "H"],
  "xyz": [[-0.471, -1.242, 3.293], [2.910, 0.977, 0.392], [0.145, 0.962, 1.075], [-0.349, -0.590, -0.695], [-0.959, -0.822, -2.040], [-0.726, 1.889, -1.029], [-0.303, 0.677, -0.249], [-0.226, -1.764, 0.238], [-1.118, -1.879, 0.848], [-0.351, -0.642, -2.934], [-1.772, 2.160, -0.876], [-0.487, -0.561, 3.968], [-1.450, -1.794, -2.134], [2.219, 0.389, 0.086], [-0.215, -2.655, -0.391], [3.704, 0.894, -0.150], [0.954, 0.381, 1.243], [0.549, 1.888, 1.157], [0.708, -1.794, 0.800], [-0.145, 2.749, -0.699], [-0.244, -0.761, 2.487], [-1.823, -0.194, -2.309], [-0.551, 1.731, -2.084]]
}

---

(4)
{
  "formula": "C36H45FN4O3PPdS",
  "method": "ωB97M-V/def2-TZVPD",
  "spin_multiplicity": 3,
  "energy_ev": -76480.9746,
  "s2": 2.042,
  "fmax_ha_per_bohr": 0.072,
  "gap_ev": [6.5, 5.1],
  "charge": 1,
  "species": ["Pd", "S", "P", "F", "O", "O", "O", "N", "N", "N", "N", "C", "C", "C", "C", "C", "C", "C", "C", "C", "C", "C", "C", "C", "C", "C", "C", "C", "C", "C", "C", "C", "C", "C", "C", "C", "C", "C", "C", "C", "C", "C", "C", "C", "C", "C", "C", "H", "H", "H", "H", "H", "H", "H", "H", "H", "H", "H", "H", "H", "H", "H", "H", "H", "H", "H", "H", "H", "H", "H", "H", "H", "H", "H", "H", "H", "H", "H", "H", "H", "H", "H", "H", "H", "H", "H", "H", "H", "H", "H", "H", "H"],
  "xyz": [[12.829, 11.672, 9.645], [15.823, 12.162, 7.974], [13.500, 9.497, 9.742], [12.958, 14.515, 8.865], [12.615, 8.216, 9.499], [14.258, 9.265, 11.142], [14.663, 9.275, 8.688], [10.909, 12.507, 9.097], [14.947, 12.072, 9.409], [16.815, 12.308, 10.844], [13.268, 12.554, 11.414], [9.748, 10.930, 12.519], [14.956, 12.323, 13.076], [15.502, 12.218, 10.602], [20.182, 12.328, 9.383], [11.152, 6.718, 8.436], [8.961, 15.643, 8.651], [15.064, 7.555, 6.955], [13.548, 7.543, 12.707], [14.579, 12.346, 11.728], [11.197, 7.822, 9.431], [12.376, 12.945, 12.319], [15.369, 8.023, 8.358], [18.525, 12.238, 7.583], [11.631, 14.856, 8.804], [9.968, 16.602, 8.524], [9.295, 14.306, 8.862], [10.315, 11.140, 6.379], [12.708, 13.031, 13.660], [9.632, 10.885, 7.724], [9.017, 11.196, 10.101], [7.795, 9.584, 8.719], [9.884, 11.562, 8.957], [14.011, 12.646, 14.036], [8.624, 9.896, 7.657], [11.317, 16.173, 8.608], [8.021, 10.246, 9.934], [11.770, 10.728, 6.189], [10.016, 12.516, 5.722], [17.446, 12.158, 8.530], [10.643, 13.842, 8.945], [13.818, 9.014, 12.530], [19.171, 12.299, 10.335], [17.821, 12.238, 9.894], [19.863, 12.344, 8.000], [7.614, 12.091, 12.024], [9.055, 11.833, 11.479], [9.816, 10.404, 5.720], [15.117, 7.269, 9.131], [11.697, 5.825, 8.806], [15.682, 6.647, 6.765], [8.929, 12.771, 5.744], [12.709, 7.184, 12.104], [15.960, 12.022, 13.349], [7.432, 9.997, 10.792], [9.572, 12.792, 11.377], [10.905, 7.505, 10.448], [10.102, 6.446, 8.254], [7.134, 11.146, 12.353], [10.590, 13.307, 6.250], [8.489, 13.592, 8.950], [9.894, 11.470, 13.478], [13.996, 7.255, 6.872], [15.258, 8.368, 6.226], [6.967, 12.594, 11.278], [12.450, 11.422, 6.675], [11.978, 13.417, 14.360], [16.424, 8.277, 8.479], [11.951, 9.741, 6.629], [10.725, 10.564, 12.181], [14.661, 9.340, 13.159], [21.219, 12.306, 9.696], [14.445, 6.918, 12.482], [9.111, 10.055, 12.750], [19.393, 12.220, 11.405], [12.042, 10.737, 5.092], [11.402, 13.164, 11.923], [12.945, 9.645, 12.748], [14.295, 12.618, 15.068], [10.333, 12.520, 4.665], [13.279, 7.390, 13.762], [17.073, 12.525, 11.806], [7.925, 15.898, 8.573], [9.750, 17.647, 8.319], [10.621, 8.694, 9.131], [7.018, 8.841, 8.684], [12.119, 16.876, 8.459], [18.280, 12.205, 6.534], [8.466, 9.386, 6.706], [20.632, 12.399, 7.228], [11.608, 7.063, 7.512], [7.644, 12.751, 12.905]]
}